Entry 1:
DFT (the ωB97M-V functional and the def2-TZVPD basis) results for a molecular structure, C21H19CuN2O3S3.

Computed properties:
total charge: -2
2S+1: 1
energy relative to the best compared isomer or geometry (same formula, charge and spin): 161.4 kJ/mol

Each line ends with the Löwdin charge.
Atoms and positions in Å:
C  -2.90  0.50  4.88  -0.139
C  3.69  2.21  -0.12  -0.030
N  -0.80  -1.22  1.69  0.108
H  2.29  -4.34  -1.39  0.039
Cu  -0.04  -0.16  -0.03  -0.018
C  2.41  2.86  -2.04  -0.170
C  -1.17  -3.38  2.67  -0.043
H  -0.81  2.48  -4.14  0.079
H  2.62  -0.58  1.17  0.072
C  -2.74  -0.86  4.85  -0.107
C  0.18  1.80  -2.39  -0.624
C  2.64  1.33  0.24  -0.321
H  4.36  3.63  -1.56  0.101
H  1.86  0.71  2.12  0.050
H  -0.50  -2.85  -0.47  0.092
C  3.08  -3.65  -1.67  -0.187
H  4.58  2.26  0.50  0.095
C  -1.45  -0.63  2.75  -0.194
H  3.04  4.30  -3.54  0.086
H  -1.02  -4.45  2.58  0.095
C  -2.34  1.30  3.88  -0.170
O  3.49  -1.51  -3.03  -0.387
H  0.95  4.04  -4.86  0.084
C  3.57  2.95  -1.25  -0.033
O  1.71  -1.50  -1.34  -0.406
C  1.10  3.47  -3.95  -0.129
C  -1.83  -2.83  3.71  -0.045
S  2.35  -2.21  -2.45  0.343
C  0.09  2.58  -3.54  -0.153
H  -3.15  -1.51  5.62  0.083
H  3.65  0.61  2.01  0.064
C  0.00  -3.15  0.46  -0.041
C  -0.67  -2.53  1.65  -0.312
H  -3.47  0.97  5.68  0.085
H  -2.47  2.38  3.93  0.073
O  1.41  -2.76  -3.42  -0.383
C  2.25  3.62  -3.23  -0.092
H  0.01  -4.23  0.54  0.072
S  -1.10  0.74  -1.93  0.577
H  1.02  -2.78  0.35  0.057
C  -2.01  -1.43  3.78  -0.187
C  2.71  0.47  1.47  -0.037
N  1.55  1.23  -0.48  0.086
H  3.76  -4.12  -2.38  0.041
S  -0.83  1.88  1.71  0.565
H  -2.24  -3.45  4.51  0.102
C  -1.57  0.82  2.82  -0.693
H  3.63  -3.33  -0.78  0.046
C  1.40  1.96  -1.62  -0.194

Entry 2:
DFT (the ωB97M-V functional and the def2-TZVPD basis) results for C3H7ClN2O in the gas phase.

Computed properties:
structure (SMILES): C=C(CCl)NON
2S+1: 1
energy relative to the best compared isomer or geometry (same formula, charge and spin): 493.0 kJ/mol

Each line ends with the Löwdin charge.
Atoms and positions in Å:
C  -0.64  0.21  -0.37  -0.266
N  0.73  1.26  -0.34  -0.043
C  -0.23  -0.95  -0.86  -0.004
H  -0.86  -1.74  -1.04  0.024
Cl  -3.05  -0.83  0.31  0.502
O  1.86  0.64  -0.41  -0.237
C  -1.86  0.60  0.34  -0.485
H  0.59  1.80  0.45  0.057
H  3.08  -0.41  0.70  0.070
H  0.67  -1.18  -1.29  0.039
H  -2.46  1.48  -0.04  0.091
H  1.70  -1.27  0.39  0.095
H  -1.58  0.68  1.47  0.118
N  2.07  -0.28  0.71  0.038

Entry 3:
DFT (the ωB97M-V functional and the def2-TZVPD basis) results for a molecular structure, C5H6O2.

Computed properties:
2S+1: 1
energy relative to the best compared isomer or geometry (same formula, charge and spin): 273.9 kJ/mol

Each line ends with the Löwdin charge.
Atoms and positions in Å:
C  0.84  -0.35  -0.48  -0.233
C  -0.67  -0.21  -0.63  -0.126
H  -1.37  -1.76  1.01  0.142
H  -1.22  -0.29  -1.56  0.137
H  -0.78  1.12  1.22  0.108
O  0.71  -1.06  0.76  -0.022
H  1.28  -0.98  -1.26  0.165
O  2.05  1.57  -1.26  0.074
C  -0.70  -1.03  0.60  -0.249
C  -1.27  0.36  0.63  -0.047
C  1.63  0.92  -0.34  -0.197
H  1.84  1.29  0.67  0.131
H  -2.36  0.44  0.59  0.116

Results for frontier orbital gap: 5.4; 10.0; 10.6 (in eV, following the order of the records).